Density functional theory data (wB97M-V/def2-TZVPD) for a cluster of 15 separate species, C82H207N13O30 in total in a non-equilibrium geometry.

```
! RIJCOSX wB97M-V def2-TZVPD def2/J DEFGRID3
* xyz 0 1
C 24.675 10.435 21.592
C 23.162 10.656 21.819
O 22.867 11.999 22.176
O 25.179 11.259 20.606
H 25.055 9.516 21.165
H 25.238 10.588 22.566
H 22.875 9.932 22.576
H 22.640 10.330 20.854
H 22.802 12.033 23.144
H 24.735 12.150 20.569
C 30.320 20.209 21.574
C 31.251 21.242 20.910
O 32.094 20.451 20.084
O 29.730 19.343 20.716
H 29.545 20.685 22.169
H 30.999 19.607 22.218
H 31.794 21.786 21.573
H 30.599 21.819 20.209
H 32.476 21.088 19.518
H 30.340 19.302 19.977
C 31.514 15.703 24.909
O 31.041 14.545 25.600
C 29.721 14.842 25.963
C 29.073 13.580 26.570
N 29.660 12.931 27.750
C 29.810 13.786 28.949
C 28.484 14.016 29.632
O 27.831 14.995 28.877
C 26.605 15.381 29.307
H 32.540 15.557 24.713
H 31.194 16.588 25.454
H 30.907 15.857 23.958
H 29.183 15.046 24.972
H 29.593 15.718 26.622
H 29.119 12.839 25.757
H 28.049 13.849 26.800
H 30.585 12.725 27.473
H 30.215 14.765 28.738
H 30.419 13.393 29.752
H 28.583 14.279 30.703
H 28.031 13.001 29.516
H 25.868 14.621 29.521
H 26.172 16.056 28.558
H 26.764 16.037 30.205
C 26.065 18.688 23.361
O 26.376 18.674 24.746
C 26.812 17.448 25.252
C 27.191 17.648 26.696
N 28.270 18.537 26.837
C 28.540 18.886 28.244
C 29.857 18.197 28.687
O 30.976 19.026 28.268
C 32.225 18.498 28.595
H 26.669 17.941 22.785
H 26.310 19.668 22.845
H 24.984 18.414 23.152
H 27.614 17.004 24.650
H 25.964 16.789 25.164
H 27.364 16.655 27.110
H 26.233 17.970 27.158
H 28.086 19.328 26.249
H 27.705 18.629 28.918
H 28.658 19.984 28.302
H 29.976 17.161 28.290
H 29.905 18.097 29.748
H 32.588 17.729 27.890
H 32.167 18.174 29.669
H 32.908 19.351 28.523
C 20.233 15.262 13.776
O 20.960 14.397 14.707
C 20.951 14.576 16.141
C 20.846 13.168 16.703
N 19.661 12.445 16.316
C 18.425 12.737 17.041
C 17.350 11.702 16.791
O 16.097 12.104 17.305
C 15.130 11.131 16.913
H 19.439 14.670 13.387
H 20.903 15.723 13.103
H 19.821 16.056 14.397
H 20.071 15.157 16.360
H 21.857 15.089 16.469
H 20.802 13.337 17.805
H 21.714 12.612 16.409
H 19.516 12.274 15.317
H 17.960 13.709 16.898
H 18.835 12.732 18.057
H 17.739 10.773 17.189
H 17.235 11.527 15.694
H 14.234 11.436 17.357
H 15.309 10.097 17.312
H 15.133 11.066 15.840
C 17.237 13.367 20.374
O 18.330 12.452 20.726
C 19.371 13.231 21.332
C 20.535 13.476 20.422
N 20.494 14.768 19.734
C 20.831 15.977 20.503
C 20.878 17.144 19.535
O 19.532 17.332 19.169
C 19.355 18.295 18.155
H 16.560 12.751 19.758
H 17.669 14.120 19.718
H 16.816 13.775 21.279
H 19.690 12.638 22.184
H 18.977 14.115 21.775
H 20.615 12.571 19.768
H 21.454 13.470 21.020
H 19.604 14.954 19.220
H 21.791 15.772 20.960
H 20.092 16.205 21.291
H 21.513 16.997 18.614
H 21.220 18.057 19.996
H 19.835 19.299 18.356
H 18.235 18.303 18.138
H 19.677 17.969 17.214
C 21.916 20.129 15.154
O 22.424 18.935 15.841
C 23.015 17.953 14.980
C 24.482 17.776 15.378
N 24.691 17.116 16.661
C 26.082 17.168 17.067
C 26.238 16.643 18.552
O 25.240 17.288 19.401
C 25.683 18.611 19.780
H 21.616 19.800 14.173
H 22.769 20.812 15.034
H 21.110 20.563 15.747
H 23.131 18.265 13.903
H 22.442 16.987 14.989
H 24.826 18.831 15.341
H 25.171 17.274 14.650
H 24.163 17.619 17.446
H 26.522 18.184 16.981
H 26.709 16.477 16.378
H 27.276 16.744 18.871
H 25.967 15.585 18.551
H 25.812 19.308 18.949
H 26.645 18.522 20.274
H 25.007 19.010 20.555
C 24.469 14.114 14.917
O 25.852 14.017 14.881
C 26.292 13.758 13.547
C 27.856 14.010 13.638
N 28.061 15.426 13.897
C 29.290 15.943 14.459
C 30.445 15.773 13.428
O 30.771 14.408 13.278
C 31.904 14.213 12.392
H 24.110 15.011 14.404
H 24.219 14.090 15.993
H 23.973 13.170 14.452
H 25.906 14.529 12.831
H 26.072 12.727 13.245
H 28.283 13.634 12.672
H 28.166 13.326 14.520
H 27.316 15.647 14.522
H 29.498 15.514 15.482
H 29.065 17.030 14.626
H 31.270 16.439 13.652
H 30.085 16.152 12.404
H 31.794 13.228 11.932
H 32.887 14.276 12.952
H 31.895 14.985 11.644
C 33.865 12.390 19.646
O 33.060 13.426 19.178
C 32.128 12.932 18.211
C 31.132 14.005 17.892
N 31.783 15.194 17.305
C 32.748 14.964 16.235
C 33.089 16.415 15.681
O 33.934 16.386 14.525
C 34.020 17.679 13.918
H 34.443 11.954 18.811
H 33.247 11.629 20.051
H 34.653 12.833 20.347
H 31.722 12.022 18.564
H 32.612 12.630 17.312
H 30.616 14.356 18.811
H 30.297 13.698 17.268
H 32.201 15.721 18.067
H 32.245 14.389 15.463
H 33.710 14.542 16.582
H 33.505 17.026 16.525
H 32.147 16.885 15.362
H 34.386 18.454 14.570
H 33.039 18.024 13.530
H 34.733 17.500 13.110
C 32.770 12.780 23.151
O 33.891 12.880 24.062
C 34.210 11.669 24.713
C 35.615 11.666 25.278
N 36.695 11.668 24.333
C 36.813 12.875 23.577
C 38.133 13.051 22.907
O 38.317 11.999 21.967
C 39.525 12.075 21.261
H 31.888 12.485 23.747
H 32.967 11.967 22.478
H 32.625 13.726 22.639
H 34.147 10.809 23.995
H 33.567 11.407 25.600
H 35.817 10.825 25.969
H 35.710 12.545 25.993
H 36.498 10.809 23.811
H 36.597 13.704 24.237
H 36.035 12.969 22.835
H 38.864 12.996 23.710
H 38.187 14.022 22.416
H 39.798 13.137 21.066
H 39.463 11.555 20.308
H 40.387 11.637 21.743
C 30.671 10.784 14.730
O 29.316 10.449 14.681
C 28.914 10.268 13.349
C 27.641 9.498 13.333
N 26.627 10.107 14.178
C 25.456 9.318 14.176
C 24.312 9.733 15.056
O 24.761 9.551 16.437
C 24.008 10.322 17.344
H 30.738 11.904 14.481
H 31.248 10.158 14.075
H 31.022 10.556 15.776
H 29.696 9.713 12.618
H 28.755 11.263 12.964
H 27.882 8.454 13.630
H 27.231 9.515 12.330
H 26.963 10.132 15.091
H 25.698 8.242 14.399
H 25.199 9.449 13.123
H 23.426 9.075 15.018
H 24.095 10.805 14.909
H 22.992 10.057 17.228
H 24.149 11.441 17.123
H 24.332 10.159 18.369
C 33.540 15.844 21.006
O 33.907 16.477 19.792
C 34.439 17.711 20.052
C 35.031 18.162 18.806
N 36.053 19.143 19.075
C 36.558 19.678 17.801
C 37.165 21.023 18.000
O 36.235 21.908 18.556
C 36.590 23.292 18.455
H 32.915 16.569 21.533
H 34.384 15.559 21.679
H 32.963 14.961 20.713
H 35.232 17.675 20.803
H 33.735 18.481 20.410
H 34.244 18.609 18.130
H 35.527 17.307 18.386
H 35.613 19.921 19.545
H 35.804 19.818 16.975
H 37.295 19.001 17.357
H 37.528 21.500 17.110
H 38.074 20.909 18.608
H 35.687 23.804 18.639
H 36.959 23.658 17.479
H 37.409 23.576 19.190
C 22.219 10.406 25.994
O 22.888 11.514 25.488
C 24.333 11.399 25.693
C 24.936 12.820 25.836
N 24.548 13.828 24.971
C 23.202 14.330 25.100
C 23.132 15.811 24.675
O 21.756 16.127 24.476
C 21.603 17.475 24.018
H 22.632 9.450 25.609
H 21.196 10.517 25.681
H 22.296 10.315 27.082
H 24.753 10.870 24.802
H 24.571 10.838 26.621
H 26.039 12.764 25.779
H 24.700 13.314 26.815
H 24.751 13.609 23.998
H 22.950 14.249 26.155
H 22.461 13.698 24.559
H 23.624 15.914 23.712
H 23.631 16.437 25.428
H 22.026 18.171 24.761
H 20.527 17.668 23.873
H 22.123 17.554 23.102
C 29.985 15.764 21.080
O 28.883 15.460 21.903
C 28.851 14.131 22.328
C 27.666 13.797 23.169
N 26.346 13.697 22.600
C 25.913 14.869 21.911
C 24.563 14.726 21.284
O 24.906 13.918 20.011
C 23.827 13.880 19.129
H 30.723 14.966 21.158
H 30.471 16.664 21.437
H 29.597 15.916 20.067
H 29.667 13.851 22.987
H 28.939 13.464 21.449
H 27.496 14.614 23.914
H 27.969 12.941 23.763
H 26.333 12.924 21.937
H 26.591 15.188 21.088
H 25.902 15.742 22.611
H 24.142 15.606 20.816
H 23.824 14.216 22.006
H 22.941 13.398 19.568
H 24.177 13.248 18.286
H 23.469 14.892 18.836
C 27.699 13.627 17.922
O 28.270 12.351 18.172
C 27.432 11.293 17.724
C 28.130 9.971 17.978
N 28.054 9.461 19.359
C 28.544 10.367 20.438
C 28.629 9.635 21.751
O 28.960 10.492 22.825
C 29.023 9.833 24.050
H 26.835 13.843 18.614
H 27.328 13.715 16.875
H 28.379 14.461 18.079
H 27.397 11.387 16.611
H 26.395 11.268 18.067
H 29.202 10.164 17.701
H 27.699 9.214 17.342
H 27.064 9.297 19.484
H 27.883 11.166 20.706
H 29.525 10.914 20.039
H 29.332 8.813 21.686
H 27.739 9.031 21.972
H 30.083 9.534 24.291
H 28.387 8.904 24.066
H 28.702 10.536 24.849
*
```

Results
Orbital gap   8.618 eV
Calculated total energy   -6216.6587 Ha
Lowest unoccupied orbital energy   0.014 Ha

These are the Mulliken partial charges, in e, on atoms 1 to 99: number 1, C, carries 0.389; number 2, C, carries -1.062; number 3, O, carries -0.293; number 4, O, carries 0.599; number 5, H, carries 0.615; number 6, H, carries -0.587; number 7, H, carries 0.540; number 8, H, carries 0.100; number 9, H, carries -0.154; number 10, H, carries -0.753; number 11, C, carries -0.448; number 12, C, carries -0.622; number 13, O, carries -0.355; number 14, O, carries -0.212; number 15, H, carries 0.308; number 16, H, carries 0.163; number 17, H, carries 0.448; number 18, H, carries 0.337; number 19, H, carries 0.169; number 20, H, carries 0.229; number 21, C, carries -0.514; number 22, O, carries -0.393; number 23, C, carries 2.316; number 24, C, carries 0.084; number 25, N, carries -0.417; number 26, C, carries -0.513; number 27, C, carries -0.870; number 28, O, carries 0.281; number 29, C, carries -0.814; number 30, H, carries 0.348; number 31, H, carries 0.332; number 32, H, carries -0.069; number 33, H, carries -0.423; number 34, H, carries -1.244; number 35, H, carries -0.532; number 36, H, carries -0.245; number 37, H, carries 0.328; number 38, H, carries 0.088; number 39, H, carries 0.567; number 40, H, carries 0.458; number 41, H, carries 0.345; number 42, H, carries 0.352; number 43, H, carries 0.146; number 44, H, carries 0.272; number 45, C, carries -0.031; number 46, O, carries -0.538; number 47, C, carries 0.774; number 48, C, carries -0.270; number 49, N, carries -0.145; number 50, C, carries -0.987; number 51, C, carries 0.051; number 52, O, carries -0.441; number 53, C, carries -0.674; number 54, H, carries -0.094; number 55, H, carries 0.376; number 56, H, carries 0.035; number 57, H, carries -0.130; number 58, H, carries -0.393; number 59, H, carries -0.638; number 60, H, carries 0.727; number 61, H, carries 0.321; number 62, H, carries 0.354; number 63, H, carries 0.433; number 64, H, carries -0.163; number 65, H, carries 0.641; number 66, H, carries 0.171; number 67, H, carries 0.319; number 68, H, carries 0.258; number 69, C, carries -0.994; number 70, O, carries -0.334; number 71, C, carries 0.093; number 72, C, carries 0.419; number 73, N, carries -0.151; number 74, C, carries 0.132; number 75, C, carries -0.706; number 76, O, carries -0.305; number 77, C, carries -0.792; number 78, H, carries 0.296; number 79, H, carries 0.275; number 80, H, carries 0.366; number 81, H, carries 0.752; number 82, H, carries -0.194; number 83, H, carries -1.072; number 84, H, carries 0.083; number 85, H, carries 0.395; number 86, H, carries 0.173; number 87, H, carries -0.114; number 88, H, carries 0.382; number 89, H, carries 0.395; number 90, H, carries 0.286; number 91, H, carries 0.295; number 92, H, carries 0.338; number 93, C, carries -0.464; number 94, O, carries -0.475; number 95, C, carries -1.117; number 96, C, carries 0.580; number 97, N, carries 1.239; number 98, C, carries -0.278; number 99, C, carries -0.251